1.
Below is a molecular structure, ClH48O24Zn at a distorted geometry, with properties calculated with wB97M-V/def2-TZVPD.

Calculated values
* E_HOMO: -12.17 eV
* orbital gap: 9.1 eV
* LUMO level: -3.07 eV

```
! wB97M-V def2-TZVPD RIJCOSX def2/J DEFGRID3
* xyz 1 1
Zn -0.23 1.71 -1.56
Cl -0.09 -0.20 -0.27
O 3.05 -1.67 -2.82
H 3.79 -1.98 -3.35
H 3.32 -0.79 -2.54
O -0.04 -4.78 -0.43
H -0.41 -4.20 0.24
H -0.78 -5.34 -0.68
O -2.18 -3.91 3.60
H -2.13 -3.43 2.77
H -2.15 -4.83 3.33
O -0.68 3.54 -2.74
H -1.20 4.33 -2.58
H -0.23 3.71 -3.57
O -3.92 -2.21 -0.55
H -4.07 -1.79 -1.39
H -4.72 -2.72 -0.40
O 2.61 -2.03 3.76
H 2.44 -2.04 2.82
H 2.93 -2.92 3.95
O -1.87 -2.62 1.36
H -2.65 -2.47 0.83
H -1.23 -1.98 1.04
O -2.62 3.96 1.19
H -3.53 3.91 0.91
H -2.52 3.24 1.81
O 2.19 -2.51 0.82
H 2.10 -3.44 0.63
H 1.44 -2.10 0.38
O 4.21 -0.46 0.93
H 4.99 -1.01 0.86
H 3.49 -1.08 0.97
O 0.36 -2.28 -2.98
H 1.27 -2.01 -2.86
H -0.12 -1.85 -2.27
O -3.59 0.35 0.67
H -3.88 -0.54 0.43
H -3.22 0.25 1.54
O -2.19 2.07 -1.19
H -2.96 2.55 -1.50
H -2.47 1.67 -0.37
O 1.55 1.00 2.25
H 2.42 0.61 2.20
H 1.07 0.60 1.52
O -2.55 2.03 3.07
H -2.69 1.74 3.98
H -1.65 2.36 3.06
O -2.98 -0.80 -2.85
H -3.75 -0.33 -3.16
H -3.21 -1.73 -2.92
O -0.72 0.69 -3.30
H -0.34 0.61 -4.17
H -1.43 0.05 -3.29
O 1.66 1.97 -2.32
H 1.87 2.88 -2.51
H 2.50 1.56 -2.12
O 0.98 0.49 5.13
H 1.29 0.73 4.26
H 1.29 -0.40 5.26
O 0.29 3.10 -0.07
H 1.21 3.27 0.14
H -0.19 3.73 0.46
O -1.52 -3.12 -4.58
H -0.81 -2.61 -4.18
H -1.87 -3.64 -3.86
O 4.14 0.75 -1.56
H 4.14 0.47 -0.64
H 4.83 1.41 -1.61
O 3.45 3.61 0.29
H 3.87 4.17 0.93
H 3.63 2.72 0.59
O -0.01 3.28 3.22
H 0.63 2.63 2.93
H 0.39 4.12 3.01
*
```



2.
Below is a molecular structure, ClH5N2Si at a distorted geometry, with properties calculated with wB97M-V/def2-TZVPD.

Calculated values
* energy above the lowest of the compared OMol25 structures with the same formula, charge and spin: 293.1 kJ/mol
* E_HOMO: -9.42 eV
* orbital gap: 9.0 eV
* LUMO level: -0.43 eV

```
! wB97M-V def2-TZVPD RIJCOSX def2/J DEFGRID3
* xyz 0 1
N -1.06 1.30 0.37
N 0.65 -1.06 0.44
Si -0.60 -0.29 -0.19
Cl 3.23 -0.24 -0.29
H -1.01 1.76 1.37
H -1.60 1.86 -0.31
H 0.85 -2.08 0.23
H 1.85 -0.79 -0.16
H -1.36 -0.43 -1.41
*
```



3.
Below is 40 unconnected molecules or ions with the total composition ClH78O43 at a distorted geometry, with properties calculated with wB97M-V/def2-TZVPD.

Calculated values
* energy above the lowest of the compared OMol25 structures with the same formula, charge and spin: 248.5 kJ/mol
* E_HOMO: -7.69 eV
* orbital gap: 8.3 eV
* LUMO level: 0.62 eV

```
! wB97M-V def2-TZVPD RIJCOSX def2/J DEFGRID3
* xyz -1 1
Cl -0.25 -0.02 -0.24
O -1.50 0.51 0.21
O 0.78 0.71 0.46
O -0.15 -1.48 -0.05
O 0.04 0.34 -1.61
O 5.18 1.74 1.52
H 5.00 2.66 1.73
H 5.14 1.71 0.57
O 1.40 -5.22 -3.80
H 1.31 -4.44 -3.25
H 0.79 -5.06 -4.53
O -4.47 4.86 1.63
H -4.87 5.14 0.81
H -3.59 4.58 1.38
O -1.27 0.58 -5.78
H -1.74 0.55 -4.95
H -0.53 0.00 -5.66
O 4.67 -0.75 -0.65
H 5.47 -1.27 -0.56
H 3.96 -1.35 -0.43
O -1.44 -1.18 2.78
H -1.61 -2.10 2.94
H -1.54 -1.07 1.84
O -4.67 2.33 -0.64
H -4.14 1.99 0.09
H -5.14 1.57 -0.97
O 1.60 -2.78 -2.36
H 0.66 -2.87 -2.53
H 1.69 -1.92 -1.96
O 0.08 -7.00 -0.52
H 0.93 -6.84 -0.12
H -0.43 -6.20 -0.34
O 1.96 5.25 -0.78
H 1.16 5.68 -1.07
H 2.65 5.88 -0.96
O -1.14 4.22 -2.55
H -1.89 4.31 -3.13
H -0.67 3.45 -2.88
O -0.69 1.71 4.83
H 0.18 1.80 5.20
H -0.64 0.93 4.27
O 4.47 0.06 3.22
H 4.86 0.57 2.51
H 5.10 -0.64 3.38
O -1.90 3.77 0.89
H -1.70 2.85 0.75
H -1.40 4.23 0.21
O 2.47 2.84 -1.72
H 2.05 3.65 -1.44
H 2.10 2.17 -1.15
O -0.79 -4.48 -0.36
H -1.71 -4.65 -0.55
H -0.76 -3.56 -0.10
O -3.14 -3.11 0.97
H -3.78 -3.64 0.49
H -2.96 -3.63 1.76
O 3.06 -3.37 -0.09
H 3.96 -3.64 -0.26
H 2.68 -3.21 -0.95
O 1.31 -3.38 2.33
H 1.89 -3.36 1.57
H 0.91 -2.51 2.34
O -5.86 -1.57 0.97
H -5.47 -1.04 1.66
H -5.24 -2.29 0.84
O -3.24 0.10 4.48
H -4.01 -0.46 4.37
H -2.60 -0.25 3.86
O 2.36 2.98 3.64
H 1.92 3.50 2.97
H 2.79 2.28 3.15
O 0.39 -1.48 5.56
H 0.83 -1.21 6.37
H 0.74 -0.90 4.89
O -1.62 -2.28 -5.90
H -1.12 -2.45 -5.11
H -2.02 -1.42 -5.75
O 1.72 -0.12 3.17
H 1.39 0.14 2.31
H 2.65 -0.30 3.02
O 5.06 1.99 -1.32
H 4.17 2.32 -1.50
H 4.93 1.06 -1.12
O 0.49 2.25 -3.80
H -0.08 1.53 -3.54
H 1.38 1.93 -3.61
O -1.05 -3.79 -3.09
H -1.11 -4.42 -2.37
H -1.91 -3.37 -3.11
O -4.72 -1.50 -2.44
H -5.57 -1.73 -2.05
H -4.23 -2.32 -2.43
O 1.90 5.02 1.94
H 1.47 5.87 2.04
H 1.96 4.89 1.00
O -4.45 3.55 -3.38
H -4.39 2.90 -2.68
H -3.83 3.25 -4.04
O -3.13 2.98 3.64
H -3.73 3.53 3.13
H -2.29 3.06 3.20
O 1.67 3.84 -5.88
H 1.30 3.16 -5.31
H 0.93 4.18 -6.37
O -2.40 -0.01 -3.31
H -1.79 0.04 -2.57
H -3.22 -0.31 -2.92
O 2.78 -0.57 -4.62
H 2.48 -1.31 -4.09
H 2.32 -0.67 -5.46
O -0.27 -5.30 3.16
H -0.63 -4.99 3.99
H 0.50 -4.75 3.01
O 3.34 -0.58 5.51
H 3.28 -0.30 4.60
H 3.50 -1.53 5.45
O -0.68 5.16 3.64
H -1.03 6.05 3.66
H -0.66 4.93 2.71
O 1.74 -6.10 1.25
H 1.98 -5.31 0.76
H 1.39 -5.77 2.08
*
```



4.
Below is 2 unconnected molecules or ions with the total composition ClHNO2S at a distorted geometry, with properties calculated with wB97M-V/def2-TZVPD.

Calculated values
* energy above the lowest of the compared OMol25 structures with the same formula, charge and spin: 307.0 kJ/mol
* E_HOMO (alpha / beta): -2.86 / -2.86 eV
* orbital gap (alpha / beta): 6.4 / 6.4 eV
* LUMO level (alpha / beta): 3.52 / 3.52 eV

```
! wB97M-V def2-TZVPD RIJCOSX def2/J DEFGRID3
* xyz -1 1
N 0.31 -0.16 -1.02
O 1.03 0.79 -1.41
O -2.18 -1.53 0.21
S -2.15 -0.30 -0.62
Cl -3.75 1.06 0.18
H 0.21 -0.08 -0.01
*
```



5.
Below is ClHNO3P in the gas phase at a distorted geometry, with properties calculated with wB97M-V/def2-TZVPD.

Calculated values
* energy above the lowest of the compared OMol25 structures with the same formula, charge and spin: 0.0 kJ/mol
* E_HOMO (alpha / beta): -11.36 / -11.60 eV
* orbital gap (alpha / beta): 11.4 / 7.3 eV
* LUMO level (alpha / beta): 0.01 / -4.29 eV
* ⟨S²⟩: 2.01

```
! wB97M-V def2-TZVPD RIJCOSX def2/J DEFGRID3
* xyz 0 3
N -1.59 -0.74 0.48
O -0.31 0.93 -1.00
O -0.49 -0.52 1.07
O 1.78 1.34 0.44
P 0.78 0.44 -0.16
Cl 1.54 -1.43 -0.60
H -1.70 -0.03 -0.23
*
```



6.
Below is 2 unconnected molecules or ions with the total composition ClIO2P at a distorted geometry, with properties calculated with wB97M-V/def2-TZVPD.

Calculated values
* energy above the lowest of the compared OMol25 structures with the same formula, charge and spin: 515.8 kJ/mol
* E_HOMO (alpha / beta): -4.03 / -5.38 eV
* orbital gap (alpha / beta): 7.2 / 7.3 eV
* LUMO level (alpha / beta): 3.14 / 1.92 eV

```
! wB97M-V def2-TZVPD RIJCOSX def2/J DEFGRID3
* xyz -1 1
O 0.81 1.54 0.07
O -2.16 0.33 0.84
P 0.11 0.28 -0.01
Cl 0.71 -1.09 1.40
I 0.53 -1.05 -2.30
*
```



7.
Below is 2 unconnected molecules or ions with the total composition ClIS at a distorted geometry, with properties calculated with wB97M-V/def2-TZVPD.

Calculated values
* energy above the lowest of the compared OMol25 structures with the same formula, charge and spin: 311.7 kJ/mol
* E_HOMO (alpha / beta): -8.75 / -8.71 eV
* orbital gap (alpha / beta): 4.1 / 4.1 eV
* LUMO level (alpha / beta): -4.64 / -4.66 eV

```
! wB97M-V def2-TZVPD RIJCOSX def2/J DEFGRID3
* xyz 0 1
S -0.08 -1.33 -0.02
Cl -0.43 0.65 0.01
I -3.86 0.17 0.00
*
```



8.
Below is a molecular structure, ClIn4O8P2Y at a distorted geometry, with properties calculated with wB97M-V/def2-TZVPD.

Calculated values
* E_HOMO: -35.09 eV
* orbital gap: 2.4 eV
* LUMO level: -32.70 eV

```
! wB97M-V def2-TZVPD RIJCOSX def2/J DEFGRID3
* xyz 8 1
In -1.86 1.09 -4.13
In -0.22 -3.74 -3.44
In 2.80 -3.72 0.42
In -2.77 -0.59 0.70
Y 0.89 1.42 0.30
P -0.20 1.42 3.07
O -0.60 2.74 3.51
O -1.00 1.20 1.79
O -0.42 0.27 3.95
O 1.30 1.49 2.65
P 0.52 -0.92 -1.46
O 1.73 0.00 -1.40
O -0.37 -0.21 -0.50
O 0.99 -2.32 -1.21
O 0.08 -0.71 -2.90
Cl -0.87 2.57 -1.33
*
```



9.
Below is a molecular structure, ClMnNa3O8S2 at a distorted geometry, with properties calculated with wB97M-V/def2-TZVPD.

Calculated values
* energy above the lowest of the compared OMol25 structures with the same formula, charge and spin: 0.0 kJ/mol
* E_HOMO (alpha / beta): -7.17 / -7.17 eV
* orbital gap (alpha / beta): 3.8 / 3.8 eV
* LUMO level (alpha / beta): -3.32 / -3.38 eV
* ⟨S²⟩: 8.76

```
! wB97M-V def2-TZVPD RIJCOSX def2/J DEFGRID3
* xyz 0 6
Na 0.31 18.91 12.67
Na 1.84 20.81 9.85
Na -0.57 19.13 7.49
Mn 1.38 15.86 11.02
S 3.50 16.99 12.60
O 2.08 17.14 12.37
O 4.03 16.31 11.40
O 4.18 18.24 12.89
O 3.56 16.11 13.72
S 0.71 15.57 7.66
O 1.79 14.94 6.89
O 0.62 17.05 7.36
O -0.51 15.09 7.21
O 0.91 15.27 9.16
Cl 0.69 18.33 10.05
*
```



10.
Below is a molecular structure, ClN2O10Tl at a distorted geometry, with properties calculated with wB97M-V/def2-TZVPD.

Calculated values
* energy above the lowest of the compared OMol25 structures with the same formula, charge and spin: 0.0 kJ/mol
* E_HOMO: -9.70 eV
* orbital gap: 3.4 eV
* LUMO level: -6.26 eV

```
! wB97M-V def2-TZVPD RIJCOSX def2/J DEFGRID3
* xyz 0 1
Tl -2.49 3.78 0.61
N 0.14 1.79 -1.43
O -0.82 2.64 -1.37
O 1.27 2.16 -1.13
O -0.03 0.72 -1.98
N 1.11 -2.95 -0.69
O 1.17 -1.75 -1.11
O 1.96 -3.67 -1.16
O 0.25 -3.30 0.10
Cl -0.47 0.09 1.65
O -0.31 0.04 3.08
O -1.14 -1.06 1.14
O -1.37 1.16 1.39
O 0.73 0.36 0.89
*
```



Electronic energy, respectively: -4074.02913; -862.17870; -3742.16300; -1064.15928; -1082.53987; -1249.73342; -1155.94391; -2538.02440; -3496.47517; -1493.79994 a.u..